[1]
6
Properties=species:S:1:pos:R:3 method="wB97M-V/def2-TZVPD" de_lowest_kcal_mol=104.7 e_homo_ev="-8.45 / -9.33" lumo_energy_ev="0.01 / -1.09" total_energy_ev=-11404.198 gap_ha="0.31091 / 0.30263"
C 0.8795 0.6114 0.2264
C 0.6289 -0.7737 0.0440
P 2.4289 0.1682 -0.0877
H -1.0381 2.5900 -0.0795
H 0.4724 -1.4270 0.8944
H 0.1963 -1.1395 -0.8814



[2]
16
Properties=species:S:1:pos:R:3 method="wB97M-V/def2-TZVPD" de_lowest_kcal_mol=166.1 e_homo_ev="-10.04 / -10.04" lumo_energy_ev="-2.68 / -2.68" total_energy_ev=-22332.136 gap_ha="0.27073 / 0.27058"
C 0.7558 -0.7295 0.4813
C -0.3618 0.1251 -2.0141
C -0.8781 1.9179 0.2031
C 1.0799 -1.7212 1.5196
O 2.4241 0.0021 -0.1079
F 0.8766 -1.1040 2.6864
F 2.3635 -2.1791 1.5903
F 0.2645 -2.7670 1.4414
Si -0.7996 -0.0432 -0.2477
H -0.5379 -0.8351 -2.4681
H -1.2119 0.8871 -2.3050
H 0.5973 0.4225 -2.2249
H -1.7324 2.1278 -0.3926
H -0.9661 2.0383 1.2858
H 0.0431 2.4236 -0.0705
H -1.9169 -0.5653 0.6229



[3]
85
Properties=species:S:1:pos:R:3 method="wB97M-V/def2-TZVPD" de_lowest_kcal_mol=0.0 e_homo_ev=-10.44 charge=+1 lumo_energy_ev=-2.88 total_energy_ev=-104714.268 gap_ha=0.27788
In -0.1757 -0.5025 -0.0944
S 0.6292 -1.4638 -2.1172
C 2.0861 -0.4570 -2.0976
C 2.6024 -0.0303 -3.3548
N 3.0189 0.3142 -4.3684
C 2.6808 -0.0368 -0.9432
S 2.1169 -0.3448 0.7015
C 3.7876 0.8657 -0.9909
N 4.6397 1.6358 -1.0009
C -2.9558 1.4754 1.8636
N -2.8004 2.6637 1.0947
C -1.4881 3.2332 1.0196
P -0.2065 2.3602 -0.0083
C 1.2496 3.0532 0.8298
C 1.9845 4.1115 0.3081
C 3.0371 4.6544 1.0332
C 3.3458 4.1593 2.2871
C 2.5988 3.1188 2.8281
C 1.5628 2.5685 2.1000
C -0.2383 3.0623 -1.6710
C 0.8553 2.8631 -2.5148
C 0.8083 3.2974 -3.8271
C -0.3332 3.9219 -4.3131
C -1.4293 4.1074 -3.4856
C -1.3874 3.6754 -2.1667
C -3.9149 3.3853 0.5903
C -3.9230 4.7817 0.6481
C -4.9921 5.5011 0.1416
C -6.0880 4.8499 -0.4038
C -6.0972 3.4666 -0.4304
C -5.0210 2.7376 0.0518
P -2.4368 -0.1689 1.0945
C -2.7459 -1.3581 2.4233
C -3.5229 -2.5076 2.2997
C -3.6324 -3.3874 3.3642
C -2.9633 -3.1385 4.5553
C -2.1747 -2.0056 4.6803
C -2.0642 -1.1225 3.6188
C -3.6258 -0.3497 -0.2500
C -3.2430 0.0483 -1.5278
C -4.1557 0.0334 -2.5703
C -5.4561 -0.3870 -2.3427
C -5.8490 -0.7766 -1.0686
C -4.9434 -0.7487 -0.0224
H -4.0185 1.3089 2.0656
H -2.4468 1.5574 2.8330
H -1.0263 3.2939 2.0141
H -1.5399 4.2517 0.6380
H 1.7501 4.5101 -0.6691
H 3.6138 5.4650 0.6110
H 4.1684 4.5814 2.8472
H 2.8369 2.7313 3.8086
H 0.9936 1.7488 2.5276
H 1.7558 2.3809 -2.1505
H 1.6633 3.1423 -4.4698
H -0.3677 4.2619 -5.3384
H -2.3220 4.5889 -3.8601
H -2.2592 3.8193 -1.5391
H -3.1093 5.3180 1.1136
H -4.9739 6.5811 0.1978
H -6.9236 5.4136 -0.7926
H -6.9444 2.9381 -0.8476
H -5.0485 1.6661 -0.0105
H -4.0257 -2.7315 1.3710
H -4.2468 -4.2717 3.2607
H -3.0591 -3.8252 5.3846
H -1.6457 -1.8080 5.6024
H -1.4316 -0.2490 3.7315
H -2.2349 0.3964 -1.7369
H -3.8460 0.3493 -3.5566
H -6.1685 -0.4062 -3.1554
H -6.8674 -1.0910 -0.8867
H -5.2783 -1.0142 0.9722
S -1.7635 -2.9908 -0.4726
C -1.1529 -4.2727 0.4404
N -0.2177 -4.2008 1.3910
C 0.1407 -5.5057 1.9309
C -0.8605 -6.4464 1.2192
N -1.5590 -5.5380 0.3210
H 0.2830 -3.3493 1.5725
H 0.0192 -5.5247 3.0138
H 1.1751 -5.7530 1.6886
H -1.5554 -6.9082 1.9221
H -0.3538 -7.2330 0.6600
H -2.2382 -5.8045 -0.3694



[4]
17
Properties=species:S:1:pos:R:3 method="wB97M-V/def2-TZVPD" de_lowest_kcal_mol=19.8 smiles="CSCCCC=O" e_homo_ev=-8.58 lumo_energy_ev=0.83 total_energy_ev=-18229.039 gap_ha=0.34572
C -1.5383 1.9326 0.1078
S -1.0217 1.2153 1.6972
C -0.3972 -0.4468 1.2941
C -0.3413 -0.9146 -0.1455
C 0.8277 -0.4307 -0.9769
C 2.2042 -0.8746 -0.5162
O 3.2029 -0.4608 -1.0378
H -1.0900 1.3159 -0.6603
H -2.6093 1.9505 -0.0164
H -1.2039 2.9671 0.0727
H -0.9490 -1.1894 1.8582
H 0.5590 -0.5100 1.7816
H -1.3097 -0.8166 -0.6481
H -0.3160 -2.0176 -0.1353
H 0.7702 -0.7755 -2.0029
H 0.9248 0.6568 -0.9921
H 2.2875 -1.6017 0.3199



[5]
180
Properties=species:S:1:pos:R:3 method="wB97M-V/def2-TZVPD" e_homo_ev=-10.39 charge=+1 lumo_energy_ev=-3.37 total_energy_ev=-87849.504 gap_ha=0.25784
C 4.0696 -0.2060 2.5717
C 5.1082 -0.5036 2.1327
C 6.4250 -0.8623 1.6002
C 6.7308 -0.0247 0.3535
C 6.4837 1.4743 0.5958
N 5.2507 1.9125 -0.1224
C 5.3748 3.0844 -0.8566
N 5.7038 4.3276 -0.2760
C 4.8240 4.6313 0.8874
C 3.4942 5.2644 0.4537
C 2.2878 4.2850 0.3742
C 1.0906 4.6180 1.2865
C -0.2577 4.8245 0.5566
C -1.2745 3.7076 0.7946
C -2.6006 3.9262 0.0324
C -2.9265 2.7804 -0.9239
C -4.2488 2.9782 -1.6453
C -4.4972 2.0028 -2.8095
C -4.1233 0.5490 -2.5551
C -5.0769 -0.2247 -1.6527
C -4.6386 -1.6838 -1.5557
C -5.4481 -2.6182 -0.6223
C -6.8353 -2.1284 -0.2014
N 5.1939 3.0589 -2.1392
C 5.4405 4.2625 -2.9573
C 6.9391 4.4967 -3.2378
O 7.3047 4.0984 -4.5403
C 4.7922 1.8417 -2.8759
O 3.6564 1.3089 -2.2944
C 3.1183 0.1950 -3.0163
C 3.9856 -1.0540 -3.0564
O 3.3337 -2.0600 -2.3154
C 4.1926 -3.0134 -1.7141
C 4.8760 -3.9476 -2.7021
H 3.1234 0.1162 2.9636
H 7.1930 -0.7453 2.3668
H 6.4257 -1.9204 1.3205
H 6.0378 -0.3316 -0.4294
H 7.7378 -0.1998 -0.0260
H 7.3330 2.0839 0.2941
H 6.2938 1.6020 1.6619
H 4.4430 1.9260 0.4879
H 6.6616 4.2608 0.0629
H 4.6479 3.7434 1.4971
H 5.3817 5.3277 1.5124
H 3.6577 5.7108 -0.5282
H 3.2833 6.0923 1.1283
H 2.6493 3.2813 0.6112
H 1.9559 4.2444 -0.6636
H 1.3106 5.5116 1.8696
H 0.9835 3.8045 2.0054
H -0.1097 4.9416 -0.5180
H -0.7005 5.7515 0.9281
H -0.8369 2.7525 0.4887
H -1.4921 3.6467 1.8619
H -3.4071 3.9977 0.7674
H -2.5766 4.8885 -0.4854
H -2.9768 1.8714 -0.3177
H -2.1076 2.6696 -1.6420
H -5.0908 2.9450 -0.9492
H -4.2516 3.9876 -2.0738
H -5.5425 2.0773 -3.1137
H -3.8919 2.3410 -3.6554
H -3.1014 0.4596 -2.1801
H -4.1307 0.0484 -3.5263
H -5.1768 0.2198 -0.6588
H -6.0688 -0.1950 -2.1136
H -4.6488 -2.1083 -2.5625
H -3.6007 -1.6900 -1.2191
H -5.5722 -3.5862 -1.1076
H -4.8757 -2.7843 0.2912
H -6.7838 -1.3451 0.5535
H -7.3732 -2.9637 0.2505
H -7.4240 -1.8014 -1.0587
H 4.9779 5.1206 -2.4846
H 4.9581 4.0994 -3.9173
H 7.1656 5.5480 -3.0508
H 7.5329 3.9193 -2.5285
H 7.2270 4.8505 -5.1345
H 4.5842 2.1582 -3.9023
H 5.6530 1.1633 -2.9133
H 2.8277 0.5229 -4.0197
H 2.2020 -0.0646 -2.4887
H 4.9878 -0.8811 -2.6498
H 4.1182 -1.3724 -4.0963
H 4.9430 -2.5154 -1.0856
H 3.5803 -3.6122 -1.0563
H 5.1722 -3.4507 -3.6249
H 5.7802 -4.3660 -2.2557
H 4.2267 -4.7914 -2.9316
C -2.3247 -1.0266 -6.1676
C -3.0461 0.2140 -6.6411
O -3.7560 0.8513 -5.9014
C -2.8381 0.6132 -8.0833
H -2.5541 -1.2067 -5.1196
H -2.6359 -1.8889 -6.7592
H -1.2470 -0.9003 -6.2849
H -3.1679 -0.1891 -8.7448
H -1.7796 0.8004 -8.2717
H -3.4079 1.5137 -8.2981
C 0.6434 -6.6528 -1.3944
C 1.9233 -6.5281 -0.6079
O 2.7557 -5.6925 -0.8822
C 2.1176 -7.4919 0.5348
H 0.6241 -5.9064 -2.1848
H 0.5714 -7.6484 -1.8344
H -0.2144 -6.5055 -0.7367
H 2.0989 -8.5178 0.1646
H 1.3132 -7.3749 1.2623
H 3.0721 -7.3007 1.0186
C -8.4562 5.6588 -1.6322
C -7.8491 4.9705 -0.4353
O -7.8034 3.7661 -0.3479
C -7.2923 5.8586 0.6524
H -8.8168 4.9129 -2.3361
H -9.2879 6.2920 -1.3196
H -7.7085 6.2847 -2.1217
H -8.0785 6.5009 1.0518
H -6.4992 6.4906 0.2497
H -6.8890 5.2440 1.4542
C 1.4604 -2.0991 6.8380
C 1.5168 -0.6371 7.1949
O 1.1195 -0.2055 8.2494
C 2.0891 0.2816 6.1361
H 1.0333 -2.6594 7.6665
H 0.8385 -2.2417 5.9519
H 2.4626 -2.4757 6.6267
H 1.4983 0.1960 5.2214
H 3.1215 0.0025 5.9166
H 2.0612 1.3104 6.4881
C -1.7446 -5.3119 4.0099
C -1.2079 -3.9427 4.3409
O -0.0181 -3.7207 4.3879
C -2.2280 -2.8642 4.6139
H -0.9181 -5.9966 3.8368
H -2.3553 -5.6828 4.8341
H -2.3688 -5.2624 3.1164
H -2.8560 -3.1485 5.4591
H -2.8696 -2.7270 3.7422
H -1.7235 -1.9279 4.8423
C -1.3998 -0.1750 1.8529
C -0.9297 -0.7125 0.5208
O -1.6212 -0.6569 -0.4660
C 0.4540 -1.3168 0.4794
H -2.4037 0.2291 1.7431
H -1.4149 -0.9696 2.6005
H -0.7283 0.6165 2.1926
H 0.5202 -2.1579 1.1724
H 1.1929 -0.5703 0.7698
H 0.6714 -1.6635 -0.5281
C -7.1365 -7.5370 1.4020
C -7.0473 -6.0449 1.6228
O -6.1200 -5.3947 1.2029
C -8.1766 -5.4032 2.3931
H -6.2705 -7.8748 0.8379
H -7.1691 -8.0560 2.3612
H -8.0451 -7.7797 0.8492
H -8.2480 -5.8436 3.3889
H -9.1232 -5.5681 1.8761
H -7.9967 -4.3345 2.4838
C 11.5791 0.1230 -1.1193
C 12.0547 -0.6906 0.0646
O 13.1480 -0.5295 0.5434
C 11.0858 -1.7130 0.6144
H 12.3582 0.8189 -1.4195
H 11.3415 -0.5356 -1.9562
H 10.6796 0.6818 -0.8514
H 10.8289 -2.4393 -0.1584
H 10.1722 -1.2151 0.9468
H 11.5387 -2.2305 1.4559
C -8.3380 1.4785 1.8475
C -7.6807 0.8341 3.0388
O -7.5663 -0.3643 3.1467
C -7.1379 1.7714 4.0955
H -8.6894 0.7132 1.1591
H -9.1827 2.0911 2.1680
H -7.6247 2.1165 1.3321
H -7.9448 2.3809 4.5052
H -6.3928 2.4367 3.6555
H -6.6801 1.1948 4.8960



Please write out number 3 again, unchanged.
85
Properties=species:S:1:pos:R:3 method="wB97M-V/def2-TZVPD" de_lowest_kcal_mol=0.0 e_homo_ev=-10.44 charge=+1 lumo_energy_ev=-2.88 total_energy_ev=-104714.268 gap_ha=0.27788
In -0.1757 -0.5025 -0.0944
S 0.6292 -1.4638 -2.1172
C 2.0861 -0.4570 -2.0976
C 2.6024 -0.0303 -3.3548
N 3.0189 0.3142 -4.3684
C 2.6808 -0.0368 -0.9432
S 2.1169 -0.3448 0.7015
C 3.7876 0.8657 -0.9909
N 4.6397 1.6358 -1.0009
C -2.9558 1.4754 1.8636
N -2.8004 2.6637 1.0947
C -1.4881 3.2332 1.0196
P -0.2065 2.3602 -0.0083
C 1.2496 3.0532 0.8298
C 1.9845 4.1115 0.3081
C 3.0371 4.6544 1.0332
C 3.3458 4.1593 2.2871
C 2.5988 3.1188 2.8281
C 1.5628 2.5685 2.1000
C -0.2383 3.0623 -1.6710
C 0.8553 2.8631 -2.5148
C 0.8083 3.2974 -3.8271
C -0.3332 3.9219 -4.3131
C -1.4293 4.1074 -3.4856
C -1.3874 3.6754 -2.1667
C -3.9149 3.3853 0.5903
C -3.9230 4.7817 0.6481
C -4.9921 5.5011 0.1416
C -6.0880 4.8499 -0.4038
C -6.0972 3.4666 -0.4304
C -5.0210 2.7376 0.0518
P -2.4368 -0.1689 1.0945
C -2.7459 -1.3581 2.4233
C -3.5229 -2.5076 2.2997
C -3.6324 -3.3874 3.3642
C -2.9633 -3.1385 4.5553
C -2.1747 -2.0056 4.6803
C -2.0642 -1.1225 3.6188
C -3.6258 -0.3497 -0.2500
C -3.2430 0.0483 -1.5278
C -4.1557 0.0334 -2.5703
C -5.4561 -0.3870 -2.3427
C -5.8490 -0.7766 -1.0686
C -4.9434 -0.7487 -0.0224
H -4.0185 1.3089 2.0656
H -2.4468 1.5574 2.8330
H -1.0263 3.2939 2.0141
H -1.5399 4.2517 0.6380
H 1.7501 4.5101 -0.6691
H 3.6138 5.4650 0.6110
H 4.1684 4.5814 2.8472
H 2.8369 2.7313 3.8086
H 0.9936 1.7488 2.5276
H 1.7558 2.3809 -2.1505
H 1.6633 3.1423 -4.4698
H -0.3677 4.2619 -5.3384
H -2.3220 4.5889 -3.8601
H -2.2592 3.8193 -1.5391
H -3.1093 5.3180 1.1136
H -4.9739 6.5811 0.1978
H -6.9236 5.4136 -0.7926
H -6.9444 2.9381 -0.8476
H -5.0485 1.6661 -0.0105
H -4.0257 -2.7315 1.3710
H -4.2468 -4.2717 3.2607
H -3.0591 -3.8252 5.3846
H -1.6457 -1.8080 5.6024
H -1.4316 -0.2490 3.7315
H -2.2349 0.3964 -1.7369
H -3.8460 0.3493 -3.5566
H -6.1685 -0.4062 -3.1554
H -6.8674 -1.0910 -0.8867
H -5.2783 -1.0142 0.9722
S -1.7635 -2.9908 -0.4726
C -1.1529 -4.2727 0.4404
N -0.2177 -4.2008 1.3910
C 0.1407 -5.5057 1.9309
C -0.8605 -6.4464 1.2192
N -1.5590 -5.5380 0.3210
H 0.2830 -3.3493 1.5725
H 0.0192 -5.5247 3.0138
H 1.1751 -5.7530 1.6886
H -1.5554 -6.9082 1.9221
H -0.3538 -7.2330 0.6600
H -2.2382 -5.8045 -0.3694